Computed, not measured: a 5-piece molecular cluster, C20H47F3N8O5Si overall at a distorted geometry, with ωB97M-V/def2-TZVPD.

Geometry (Å):
H: 0.7720 0.3481 0.2649
H: -0.2754 -2.3960 -2.4989
N: 1.3465 -4.0011 0.0099
H: 0.9184 4.9618 -2.3108
C: -1.7254 0.6693 0.1441
H: -4.9578 0.9797 -1.3329
H: -8.8092 -0.1028 -2.3601
H: 0.7560 3.7519 -3.6029
H: -1.3533 -3.7470 0.4093
H: -7.1273 2.0624 -0.4960
C: -1.4266 5.8917 -2.5649
H: 3.4986 -2.2255 1.2173
H: -1.1113 -4.5681 -1.9974
H: 2.2358 -3.9010 -0.4529
C: 0.5593 0.2542 -0.7946
H: -1.2269 6.1281 -1.5180
F: -1.5653 2.0261 0.2720
H: -5.4121 -0.6968 -0.9599
H: -2.4356 -1.1501 3.4212
C: -3.1534 -1.5767 4.1410
C: 9.8387 1.1972 3.3088
H: 5.7041 -0.7924 0.3807
C: 0.2174 -3.5949 -0.8117
H: -0.8648 6.5832 -3.1956
H: 8.5482 2.5378 1.5860
H: 3.5178 -0.4832 1.1685
H: 8.5279 -0.9456 3.8055
H: -6.4509 -1.7179 4.1877
H: 1.9916 -1.3721 1.0993
C: 7.9358 1.6544 1.7438
H: -3.9040 -0.4163 2.0106
O: 4.1954 0.2096 -1.9216
H: -2.4884 6.0274 -2.7574
H: -5.3590 -1.4152 1.8872
Si: 1.6036 -1.0919 -1.6140
H: -1.2462 0.7578 -1.8539
N: -0.3944 -4.8390 -1.3317
F: -1.3840 0.1038 1.3354
C: -7.7725 -0.4721 -2.2696
H: 7.8131 1.1248 0.7986
N: -0.8363 -2.9938 -0.0178
H: 9.7271 2.1474 3.8345
H: -8.4069 1.9189 -1.7133
C: 5.5554 -1.2242 -0.6035
H: 5.5202 -2.3016 -0.5109
N: 8.5756 0.7928 2.7246
H: -5.4214 -1.4669 5.6154
O: -2.8002 -2.1332 5.1621
H: -5.0990 -0.2218 -2.6314
C: 4.2415 -0.7287 -1.1627
H: 1.2509 -3.2706 -2.6532
H: -2.9514 4.0133 -3.3964
H: 6.9479 1.9551 2.0936
H: 0.8846 1.1795 -1.2585
H: 0.3122 -5.3011 -1.8898
C: -0.9597 0.1227 -1.0254
C: 0.3370 4.1149 -2.6645
H: -0.4798 -2.3747 0.6955
F: -3.0747 0.4564 -0.0133
H: 10.1752 0.4438 4.0172
H: 2.0059 -0.5725 -2.9334
C: -7.3372 1.8210 -1.5405
N: -4.4349 -1.4117 3.7658
H: -5.3675 -3.0068 4.7568
C: -4.7957 -0.7378 2.5331
N: -1.0455 4.5238 -2.8535
H: 0.3924 3.3078 -1.9335
H: 10.5971 1.3116 2.5321
O: -7.4658 -1.6168 -2.5316
C: -5.5099 0.1157 -1.6795
N: 3.1039 -1.4324 -0.7117
O: 6.9104 -0.7373 2.5939
N: -6.9120 0.4709 -1.8421
C: -1.9294 3.6117 -3.2900
H: 6.3258 -0.9067 -1.2893
C: 3.0202 -1.3583 0.7663
C: -5.4812 -1.9300 4.6301
H: -6.8125 2.5364 -2.1777
C: 0.6365 -2.6771 -1.9806
O: -1.6549 2.4551 -3.5486
H: -1.2946 -0.8860 -1.2204
H: -5.4127 0.1372 2.7520
H: 1.3585 -3.5544 0.9075
C: 7.9685 -0.3592 3.0578

Output
electronic energy	-59692.745	eV
frontier orbital gap	9.5	eV
structure (SMILES)	CC(=O)N(C)[Si@H](CCC(F)(F)F)CC(N)(N)N.CN(C)C=O.CN(C)C=O.CN(C)C=O.CN(C)C=O
spin multiplicity	1

Mulliken atomic charge list, values in e, 6 entries: H 0.705; H 0.387; N -0.617; H 0.386; C 0.520; H 0.421



Computed, not measured: C3H5O4Tm as an isolated structure at a distorted geometry, with ωB97M-V/def2-TZVPD.

Geometry (Å):
C: 0.4175 1.2203 0.4715
Tm: -0.5085 3.1252 2.3753
H: 0.7177 -1.9093 0.4070
O: 1.0105 1.4035 1.5693
C: -0.1264 -1.4945 -0.1718
H: 1.2155 -0.9570 -1.7698
O: 1.0666 0.6170 -0.5197
H: -1.4165 0.0231 0.3834
O: -1.0736 -0.9208 0.7004
O: -0.7262 1.7973 0.2726
C: 0.4244 -0.4926 -1.1712
H: -0.3789 -0.1106 -1.8173
H: -0.6220 -2.3016 -0.7297

Output
ΔE to the lowest compared entry with this formula, charge and spin	0.0	kJ/mol
electronic energy	-40902.642	eV
⟨S²⟩	3.752
frontier orbital gap (spin up / spin down)	7.1 / 6.4	eV
total charge	+1
spin multiplicity	4

Mulliken atomic charge list, values in e, 6 entries: C 1.682; Tm 0.770; H 0.293; O -0.693; C -0.295; H 0.324



Computed, not measured: C2HClF3N in the gas phase at a distorted geometry, with ωB97M-V/def2-TZVPD.

Geometry (Å):
C: -0.8796 -1.1983 -0.5051
F: -2.6533 -0.5743 -2.0059
Cl: -1.7925 -0.1017 0.5191
C: -1.3339 -0.8807 -1.9811
N: -0.0841 -2.1243 -0.3137
F: -1.1385 -2.0428 -2.6408
F: -0.5898 0.1256 -2.5627
H: 0.4293 -2.2232 0.5844

Output
ΔE to the lowest compared entry with this formula, charge and spin	24.8	kJ/mol
electronic energy	-24254.696	eV
frontier orbital gap	11.7	eV
structure (SMILES)	[H]/N=C(\Cl)C(F)(F)F
spin multiplicity	1

Mulliken atomic charge list, values in e, 6 entries: C 0.236; F -0.225; Cl -0.148; C 0.749; N -0.456; F -0.227



Computed, not measured: C5H10O in the gas phase, with ωB97M-V/def2-TZVPD.

Geometry (Å):
O: -0.6715 0.5872 0.9752
H: -2.2299 -1.0525 -0.3144
H: -0.8845 -1.9621 0.3927
H: -0.9826 -1.7532 -1.3735
H: -1.3208 2.5335 0.6297
C: -0.3700 0.0200 -0.2969
H: -0.3767 2.2366 2.1110
H: 0.4416 2.3017 0.5398
H: 2.8618 -1.3488 -0.4944
C: -0.4725 1.9763 1.0540
H: 1.2635 -2.2717 -0.3895
H: 1.7092 0.7648 -0.4740
C: 1.7774 -1.3150 -0.4386
C: 1.1279 -0.1562 -0.4233
H: -0.7100 0.7093 -1.0898
C: -1.1628 -1.2699 -0.4080

Output
ΔE to the lowest compared entry with this formula, charge and spin	132.6	kJ/mol
electronic energy	-7393.391	eV
frontier orbital gap	10.8	eV
structure (SMILES)	C=C[C@@H](C)OC
spin multiplicity	1

Mulliken atomic charge list, values in e, 6 entries: O -0.339; H 0.362; H 0.383; H 0.408; H 0.258; C 0.784



Computed, not measured: C31H28N6O3S3Tl as an isolated structure at a distorted geometry, with ωB97M-V/def2-TZVPD.

Geometry (Å):
C: 2.4309 -4.0785 0.4846
Tl: 0.3048 0.8144 0.6966
O: -1.0390 4.9711 -4.2705
H: -2.8716 5.7718 -4.3582
H: 1.6949 -6.5403 3.3582
C: -0.4281 4.2608 3.8131
S: -0.2802 -0.7165 -1.4339
H: 5.1950 0.7680 1.6192
N: 1.4742 -1.3015 1.4269
H: 3.2959 -7.1631 1.5800
C: 3.3694 -0.1024 1.6519
C: -2.7601 -3.4466 1.2115
C: -2.5129 -1.2289 2.0203
C: -2.8303 0.0759 -0.5838
N: -1.6159 3.5989 3.9799
H: 4.1765 1.7148 -3.4898
C: -2.2543 5.2515 -3.6269
H: 4.7945 1.2601 -1.9023
C: 0.7597 3.0417 -1.6227
N: -1.1988 -1.2661 1.9119
C: -4.7791 -1.2250 -1.2220
O: 0.6929 2.8901 -0.3649
H: 5.1630 -0.9013 1.1815
C: -3.9649 -2.1361 -1.8774
N: 4.7317 -0.1239 1.6517
N: -0.3730 2.3513 2.6790
C: 1.8969 -5.8562 2.5441
C: 1.5079 -3.7366 1.4670
C: 1.8003 2.4813 -2.4520
H: -1.9488 -2.6536 -2.3685
S: 2.6127 1.3464 2.1143
H: 1.3158 3.6239 2.6238
H: -2.1086 5.8916 -2.7512
C: -0.6205 -2.3918 1.4804
C: 3.9748 1.1212 -2.6069
H: 3.7677 -5.5781 -0.2530
C: 2.6739 1.4799 -1.8921
H: -2.4099 3.9272 4.5057
H: -0.2332 5.2090 4.2737
H: 3.9386 0.0663 -2.8757
C: 1.8665 2.8841 -3.7974
H: -5.8567 -1.3392 -1.2426
H: -4.4153 -2.2026 1.8108
C: 1.2478 -4.6359 2.4975
C: -0.2124 3.8685 -2.2636
C: -3.3451 -2.2903 1.7055
H: -2.7567 4.3322 -3.3141
H: 1.0073 4.0416 -5.3950
C: -2.0044 -0.8483 -1.2584
H: -3.3734 -4.2823 0.9014
S: -2.2553 1.5127 0.2120
H: -2.9323 -0.2967 2.3710
H: -2.3259 1.7417 3.1989
N: 2.7913 -1.2607 1.4369
H: 2.6315 -3.3783 -0.3115
C: -1.3849 -3.5045 1.1070
H: -4.8339 0.5469 -0.0305
H: -4.3950 -2.9723 -2.4101
C: 2.7979 -6.2018 1.5492
H: -0.9018 -4.3840 0.7117
O: 2.4526 0.8696 -0.8444
C: -1.5304 2.4538 3.2676
C: 3.0643 -5.3078 0.5237
C: -2.5987 -1.9554 -1.8634
C: -0.1249 4.2027 -3.5862
C: 0.8335 -2.4229 1.4366
C: 0.9580 3.7414 -4.3578
H: -1.0293 4.1905 -1.6367
C: 0.3268 3.4687 2.9997
H: 0.5425 -4.3585 3.2685
C: -4.2076 -0.1564 -0.5625
H: 2.6247 2.4734 -4.4500

Output
ΔE to the lowest compared entry with this formula, charge and spin	28.7	kJ/mol
electronic energy	-84885.869	eV
frontier orbital gap	6.3	eV
total charge	-1
spin multiplicity	1

Mulliken atomic charge list, values in e, 6 entries: C -0.100; Tl 1.133; O -0.470; H 0.235; H 0.369; C -0.790



Computed, not measured: C22H27BrN4O4S in the gas phase at a distorted geometry, with ωB97M-V/def2-TZVPD.

Geometry (Å):
H: -1.5895 0.6295 -0.8585
C: 1.6959 -1.1578 -2.5778
C: 1.2592 -1.0803 -1.2595
H: -1.5053 2.5776 1.3376
H: 4.9249 -5.6989 -2.3097
C: 4.5334 -4.9265 -1.6418
C: -0.8788 3.0761 0.6145
C: 1.7226 -1.9992 -0.3328
C: 3.0657 -3.0644 -2.0202
Br: -0.6359 6.7533 -1.2612
N: -2.0046 -3.1221 0.5208
C: 2.6270 -2.9791 -0.7024
H: -4.5970 -3.6500 5.3682
H: -4.2909 -4.2302 2.8499
H: 2.9233 -2.2216 -3.9724
H: 5.3122 -3.5214 -0.1859
O: -0.4251 0.3057 1.5350
C: -2.3847 -4.8766 2.0579
N: -1.5962 -1.8902 0.1221
S: 0.5702 0.7195 0.5709
H: -3.2761 -2.1715 3.6875
O: -2.0716 -2.1732 -2.0949
C: 5.6735 -4.3204 -0.8285
H: -1.9770 4.9215 0.6147
N: 0.3518 -0.0594 -0.8766
C: -3.3975 -4.7784 3.2014
C: -1.6323 -1.5213 -1.1803
H: 1.8895 2.4438 -1.2125
C: -1.8828 -3.5075 1.7209
H: -1.5467 -5.4933 2.3892
H: -1.2291 -1.2238 0.8045
H: -0.4633 -3.2994 3.2795
C: -3.6424 -4.1808 5.5131
C: -1.1358 4.3768 0.2147
H: 6.4239 -3.9081 -1.4981
C: -1.0033 -0.1272 -1.3852
C: -0.2913 4.9732 -0.7091
H: -1.0137 0.0923 -2.4570
H: -1.0583 -1.7364 2.6935
C: 2.5822 -2.1420 -2.9526
O: 3.9274 -3.9899 -2.5120
C: 0.8016 4.3009 -1.2389
H: 1.3322 -0.4499 -3.3061
H: 6.1333 -5.0891 -0.2134
H: -3.8572 -5.2216 5.7511
H: 3.7842 -5.3865 -0.9864
H: -3.7100 -5.7821 3.4998
O: 1.9440 0.6267 0.9452
H: -3.1208 -3.7322 6.3574
C: -2.4060 -2.7698 4.0184
H: -2.8395 -5.3292 1.1784
H: 2.9661 -3.6743 0.0486
N: -2.7888 -4.1292 4.3471
C: 0.2063 2.4038 0.0860
H: 1.4456 4.7897 -1.9534
C: 1.0483 3.0017 -0.8337
H: -1.9957 -2.3008 4.9163
C: -1.3440 -2.7659 2.9133
H: 1.3856 -1.9382 0.6905

Output
ΔE to the lowest compared entry with this formula, charge and spin	0.0	kJ/mol
electronic energy	-118279.072	eV
frontier orbital gap	8.6	eV
structure (SMILES)	CCOc1ccc(N(CC(=O)NN=C2CCN(C)CC2)S(=O)(=O)c2ccc(Br)cc2)cc1
spin multiplicity	1

Mulliken atomic charge list, values in e, 6 entries: H 0.582; C -0.535; C -0.261; H 0.493; H 0.319; C -0.410



Computed, not measured: C10H8N2 in the gas phase at a distorted geometry, with ωB97M-V/def2-TZVPD.

Geometry (Å):
C: -2.2890 1.4092 1.3236
N: -1.4463 0.9293 0.3960
H: 0.4005 -1.1019 2.2803
C: -1.3766 0.0701 2.8882
C: 1.8749 -0.8534 -0.3542
H: 3.4572 -1.8909 -1.2393
C: -0.3130 0.2397 0.6228
C: 0.7949 -0.2126 -2.9909
C: 0.5658 -0.2124 -0.5215
H: -3.1216 1.9804 0.9146
H: -0.8301 0.8067 -1.7771
C: 2.6035 -1.2435 -1.4391
H: 2.4802 -0.8784 0.6863
C: 2.0125 -0.9672 -2.7733
N: -2.2432 1.0874 2.6098
C: 0.1447 0.1084 -1.7785
H: 0.3610 0.0856 -3.9638
H: 2.6076 -1.1027 -3.6269
H: -1.4143 -0.2008 3.9264
C: -0.3701 -0.3075 1.9827

Output
ΔE to the lowest compared entry with this formula, charge and spin	168.4	kJ/mol
electronic energy	-13477.937	eV
frontier orbital gap	8.8	eV
structure (SMILES)	c1ccc(-c2ccncn2)cc1
spin multiplicity	1

Mulliken atomic charge list, values in e, 6 entries: C -0.099; N -0.432; H 0.213; C -0.251; C -0.088; H 0.362



Computed, not measured: C6H12 in the gas phase, with ωB97M-V/def2-TZVPD.

Geometry (Å):
H: -0.5355 -1.8608 -0.1338
C: 1.2251 -0.0355 0.7573
H: -1.8015 -0.7049 0.2724
H: -1.5136 -2.1044 1.3139
H: 1.6922 -0.8976 0.2581
H: -0.5223 0.3486 1.9695
H: 0.5617 -0.1537 -2.0687
H: 0.3398 -1.1185 2.3702
H: -1.6342 0.7785 -2.5914
C: -0.0150 -0.5186 1.5230
H: 0.5198 1.9417 0.2044
C: 0.1439 0.6435 -1.4494
H: 1.9617 0.3357 1.4832
H: -1.5038 1.9271 -1.1445
C: 0.9852 1.0727 -0.2798
H: 1.9640 1.4084 -0.6514
C: -1.0506 1.1440 -1.7508
C: -1.0235 -1.3410 0.7003

Output
ΔE to the lowest compared entry with this formula, charge and spin	94.2	kJ/mol
electronic energy	-6415.964	eV
frontier orbital gap	10.7	eV
structure (SMILES)	C=CCCCC
spin multiplicity	1

Mulliken atomic charge list, values in e, 6 entries: H 0.282; C -0.697; H 0.254; H 0.337; H 0.325; H 0.268